1.
Computed, not measured: a 25-piece molecular cluster, C78H167Br16N17 overall, with the ωB97M-V functional and the def2-TZVPD basis.

The energy comes out at -1229600.3645 eV. The gap between HOMO and LUMO comes out at 8.123 eV.

Structure (ORCA input):
```
! wB97M-V def2-TZVPD RIJCOSX def2/J DEFGRID3
* xyz 0 1
C -0.68077 -5.74783 -4.58429
C 0.86845 -6.04928 -4.98746
N 1.55676 -6.85450 -3.95422
C 0.85289 -7.93768 -3.25409
C 0.46245 -9.00897 -4.31840
C 2.95439 -7.15644 -4.36968
C 3.84140 -7.53011 -3.15059
H -1.26779 -6.65812 -4.46233
H -1.02882 -5.13644 -5.41686
H -0.78290 -5.09568 -3.71690
H 0.98460 -6.66366 -5.88028
H 1.40547 -5.11614 -5.15768
H 1.39101 -8.34773 -2.39947
H -0.06608 -7.62065 -2.76105
H 1.38174 -9.29870 -4.82737
H -0.11097 -9.85275 -3.93455
H -0.19225 -8.56701 -5.06949
H 3.29574 -6.25756 -4.88310
H 3.01928 -7.95710 -5.10645
H 4.88904 -7.65185 -3.42579
H 3.59860 -8.54113 -2.82350
H 3.80194 -6.92108 -2.24748
C -5.34240 3.13431 -4.05883
C -5.93713 2.96602 -5.43839
N -5.01589 3.35228 -6.44500
C -3.88466 2.44983 -6.54170
C -4.12226 1.04361 -7.12205
C -5.64415 3.47270 -7.77649
C -6.66136 4.63196 -7.80076
H -4.63221 2.35159 -3.79221
H -6.14502 2.97676 -3.33836
H -4.93614 4.13803 -3.93395
H -6.32117 1.98437 -5.71586
H -6.84509 3.56030 -5.54111
H -3.14624 2.90240 -7.20353
H -3.47557 2.33791 -5.53760
H -3.15747 0.54231 -7.19928
H -4.81615 0.48665 -6.49243
H -4.50998 1.16027 -8.13406
H -6.19279 2.57879 -8.07317
H -4.83827 3.58070 -8.50244
H -6.82982 4.77813 -8.86770
H -6.32248 5.58087 -7.38502
H -7.57872 4.27831 -7.33015
C 7.15612 1.59184 6.14440
C 6.25740 2.79193 6.55168
N 5.77414 3.51250 5.42744
C 6.71601 3.98289 4.39668
C 7.44039 5.34329 4.63386
C 4.75249 4.49368 5.90329
C 3.96100 5.14594 4.79963
H 7.62000 1.17881 7.04012
H 8.01695 1.92417 5.56421
H 6.62313 0.80613 5.60898
H 5.43320 2.52362 7.21259
H 6.80782 3.46968 7.20420
H 7.49695 3.25818 4.16635
H 6.20914 3.94349 3.43251
H 8.00556 5.49074 3.71357
H 6.67368 6.11786 4.65115
H 7.98665 5.49276 5.56518
H 5.20658 5.29776 6.48238
H 4.08652 4.04027 6.63747
H 3.42546 4.35886 4.26878
H 4.65282 5.68744 4.15444
H 3.11795 5.77739 5.08004
C 0.97689 -0.85861 -0.64339
C 0.53798 -0.63308 0.79876
N -0.46217 0.36592 1.02721
C -1.74588 -0.02018 0.37383
C -3.01440 0.48563 1.11299
C -0.12039 1.75862 0.79290
C 0.91466 2.28882 1.79853
H 0.22943 -1.44960 -1.17267
H 1.92900 -1.38158 -0.73340
H 1.02379 0.03591 -1.26446
H 0.29251 -1.62348 1.18208
H 1.44869 -0.41432 1.35631
H -1.87687 -1.10136 0.32935
H -1.72315 0.34432 -0.65317
H -3.89923 0.10719 0.60117
H -3.05119 1.57041 1.21291
H -3.17840 -0.06990 2.03635
H 0.14823 1.89465 -0.25469
H -1.02499 2.35356 0.91873
H 1.16490 3.29967 1.47659
H 0.56742 2.32238 2.83119
H 1.84520 1.72444 1.73787
C 4.45278 1.57030 -1.30362
C 4.81400 1.62929 0.16186
N 5.99506 2.45910 0.52882
C 7.22746 1.69760 0.13908
C 8.46130 2.16532 0.93741
C 5.89477 3.86304 0.21969
C 4.65827 4.46880 0.85228
H 3.47569 1.09279 -1.37700
H 5.16005 1.04250 -1.94339
H 4.30945 2.57374 -1.70445
H 4.00062 2.03043 0.76651
H 4.85572 0.56111 0.37481
H 7.14757 0.62716 0.32849
H 7.39501 1.80128 -0.93297
H 8.29788 2.52660 1.95272
H 9.25659 1.42182 0.99064
H 8.85536 3.02795 0.40011
H 5.90357 3.88336 -0.87008
H 6.80036 4.32035 0.61827
H 4.39338 4.13151 1.85436
H 3.70716 4.25706 0.36375
H 4.62147 5.55311 0.95724
C 4.07937 1.29034 -4.87320
C 3.60007 1.08336 -6.28882
N 4.62390 1.06182 -7.34703
C 5.64581 0.07062 -7.11298
C 5.18367 -1.32520 -6.75222
C 5.24841 2.35890 -7.46900
C 6.36419 2.37908 -8.56222
H 4.86777 0.63062 -4.51085
H 3.29996 1.14951 -4.12435
H 4.40466 2.31482 -4.69229
H 3.07969 0.12576 -6.27132
H 2.87585 1.86467 -6.51939
H 6.14215 -0.01436 -8.07969
H 6.41994 0.40436 -6.42200
H 4.22912 -1.56074 -7.22279
H 5.79888 -2.12718 -7.16021
H 5.10498 -1.34850 -5.66531
H 5.64454 2.61425 -6.48615
H 4.53594 3.08952 -7.85199
H 6.69674 3.39704 -8.76535
H 5.98369 2.06791 -9.53510
H 7.25446 1.77861 -8.37527
C -6.00541 -4.91238 5.72896
C -5.38223 -5.90933 4.75269
N -3.96219 -5.79696 4.52129
C -3.21154 -6.08454 5.75688
C -3.30711 -7.55973 6.30329
C -3.46745 -4.49626 4.00401
C -4.25122 -4.12887 2.68689
H -7.09167 -5.00033 5.70899
H -5.75513 -3.92113 5.35095
H -5.62433 -4.97648 6.74816
H -5.55451 -6.93007 5.09401
H -5.87672 -5.93261 3.78159
H -2.17519 -5.84982 5.51400
H -3.47619 -5.37598 6.54174
H -2.44660 -7.89747 6.88082
H -4.22783 -7.75880 6.85170
H -3.37412 -8.23969 5.45401
H -2.42320 -4.67547 3.74801
H -3.48426 -3.71653 4.76548
H -3.82096 -3.31273 2.10646
H -5.28562 -3.85834 2.89883
H -4.31365 -5.03752 2.08808
C 1.77015 -3.86675 3.44980
C 0.61836 -3.44434 4.32347
N -0.24838 -3.15859 4.99296
H 1.45706 -3.50926 2.46884
H 1.97097 -4.93510 3.52977
H 2.67329 -3.35898 3.78834
C -7.37130 -0.48355 -3.38683
C -8.39140 -0.82968 -2.38026
N -9.21141 -1.14909 -1.64376
H -7.78070 -0.72707 -4.36724
H -6.45650 -1.01479 -3.12412
H -7.19704 0.59233 -3.40123
C -5.07140 3.85322 0.13934
C -6.41214 3.55685 0.62132
N -7.49242 3.32718 1.01505
H -4.58671 4.44527 0.91565
H -5.16935 4.34571 -0.82811
H -4.55305 2.89559 0.09091
C -9.70210 -2.13951 1.66177
C -8.42245 -1.41896 1.78491
N -7.38179 -0.93234 1.84083
H -9.40824 -3.09869 1.23548
H -10.36358 -1.70250 0.91373
H -10.15221 -2.27636 2.64502
C 3.68860 0.65012 4.55524
C 4.36178 -0.65496 4.52279
N 4.92427 -1.67758 4.56510
H 2.66676 0.74908 4.18895
H 4.32632 1.18835 3.85401
H 3.69715 1.12017 5.53864
C -2.58818 -1.06697 7.75435
C -3.87037 -1.81458 7.74650
N -4.84009 -2.43745 7.74269
H -2.20327 -1.15965 6.73880
H -1.77545 -1.38808 8.40585
H -2.79234 -0.03854 8.05226
C -1.16122 0.12578 4.22104
C -1.18060 0.87546 5.49211
N -1.21705 1.59359 6.42367
H -1.37783 -0.92736 4.40013
H -0.21140 0.04809 3.69197
H -1.87263 0.59523 3.54161
C -0.28214 4.18629 4.82795
C -1.11638 4.41230 3.60310
N -1.66020 4.65036 2.60522
H -0.79349 4.14350 5.78961
H 0.41654 5.01204 4.96238
H 0.29373 3.26095 4.81295
C -5.63692 -3.83844 -0.32676
C -5.87870 -3.72503 -1.77947
N -6.07447 -3.67627 -2.93359
H -5.17336 -2.91642 0.02410
H -5.07339 -4.75567 -0.15584
H -6.61683 -3.91553 0.14432
C 2.27419 -2.18444 -4.94443
C 1.09142 -2.41153 -4.17197
N 0.15454 -2.61328 -3.57246
H 1.92237 -1.80902 -5.90536
H 2.77227 -3.14680 -5.06226
H 2.93420 -1.42194 -4.53080
Br 4.43148 -2.12101 -1.85786
C 4.56305 -4.02853 -2.42039
C 5.63947 -4.20017 -3.52826
Br 7.45506 -4.24228 -2.73370
H 3.58143 -4.30733 -2.80352
H 4.77341 -4.56592 -1.49569
H 5.55049 -3.45106 -4.31504
H 5.53041 -5.20140 -3.94509
Br -1.50369 7.50540 0.05833
C -0.22321 6.52712 -1.14223
C 0.36392 5.38668 -0.34928
Br 1.72145 4.42853 -1.42217
H 0.63269 7.14057 -1.42369
H -0.73310 6.20019 -2.04845
H -0.42820 4.66740 -0.14124
H 0.86815 5.76620 0.53943
Br -3.83281 -0.96456 -3.55103
C -2.82752 -2.09931 -4.85514
C -3.75447 -2.53325 -5.97581
Br -2.92933 -3.68385 -7.36861
H -2.45762 -2.93938 -4.26731
H -1.94135 -1.58981 -5.23356
H -4.01400 -1.59179 -6.45995
H -4.66689 -2.99591 -5.59958
Br 2.10422 7.19407 2.79122
C 0.37380 7.84377 3.49509
C 0.20519 9.31106 3.17828
Br -1.08888 10.17420 4.36766
H 0.49169 7.62732 4.55686
H -0.43386 7.22875 3.09820
H -0.06990 9.48771 2.13846
H 1.05142 9.98827 3.29393
Br -2.28647 3.33278 -2.15138
C -0.70599 2.76134 -3.20542
C -0.97236 1.38533 -3.80636
Br 0.43350 0.91262 -5.10674
H 0.13498 2.59780 -2.53153
H -0.46709 3.50499 -3.96570
H -1.84814 1.18923 -4.42495
H -1.06152 0.60850 -3.04697
Br 1.79709 3.12751 7.45288
C 1.19033 1.46610 8.48367
C 0.22133 2.00965 9.49970
Br -0.48901 0.45830 10.39213
H 2.05182 0.95941 8.91864
H 0.71047 0.76406 7.80178
H -0.59281 2.56327 9.03196
H 0.74273 2.62076 10.23645
Br 2.09190 -5.39473 0.29541
C 0.33408 -5.27492 -0.72883
C -0.56929 -4.20922 -0.15285
Br -2.38551 -4.46278 -0.91302
H -0.18255 -6.23407 -0.76384
H 0.69344 -4.96429 -1.70988
H -0.01554 -3.30538 -0.40688
H -0.62332 -4.27170 0.93401
Br -6.31985 2.31771 6.19695
C -6.52969 1.94856 4.31222
C -5.18060 1.62379 3.71285
Br -4.47347 -0.04623 4.55035
H -6.86497 2.81642 3.74433
H -7.16426 1.09669 4.06782
H -4.53737 2.48370 3.89966
H -5.28040 1.46624 2.63893
*
```



2.
Computed, not measured: a 3-piece molecular cluster, C13H22N5O4 overall, with the ωB97M-V functional and the def2-TZVPD basis.

The energy comes out at -29480.5696 eV. The gap between HOMO and LUMO comes out at 4.891 eV.

Structure (ORCA input):
```
! wB97M-V def2-TZVPD RIJCOSX def2/J DEFGRID3
* xyz -1 1
C -1.32401 1.67594 6.71489
C 0.03430 2.30246 6.67258
O 0.33695 3.20812 7.39568
O 0.84844 1.73500 5.78810
C 1.77379 2.61419 5.11527
C 2.89656 1.81432 4.46574
C 2.77547 1.67763 2.93885
C 2.28254 0.31087 2.50099
C 1.83824 0.24263 1.14646
C 2.23293 1.13471 0.11726
C 1.72284 0.98198 -1.16973
C 0.83285 -0.04782 -1.43913
N 0.45001 -0.93750 -0.50356
C 0.94124 -0.78108 0.71262
H -1.25980 0.60418 6.87489
H -1.86227 2.10241 7.55317
H -1.88056 1.88690 5.80710
H 2.18668 3.34252 5.80583
H 1.23146 3.17407 4.35520
H 2.97886 0.83582 4.92936
H 3.81485 2.36215 4.67701
H 3.76081 1.85513 2.50037
H 2.13413 2.49869 2.56972
H 1.42273 0.02452 3.12051
H 2.92030 1.94574 0.30074
H 2.02506 1.68844 -1.92983
H 0.42717 -0.16011 -2.43827
H 0.63120 -1.50595 1.45709
C -1.93749 -3.00818 -3.38693
O -2.35179 -3.72479 -4.29936
N -0.88615 -3.33856 -2.60586
N -2.51292 -1.80630 -3.07893
H -0.54166 -2.74843 -1.85645
H -0.41845 -4.20514 -2.79101
H -3.30534 -1.51696 -3.61706
H -2.17480 -1.21390 -2.34069
C -2.43511 -2.28209 -7.86196
O -1.69434 -3.20653 -8.14244
N -2.91281 -1.42474 -8.83141
N -2.85516 -2.01042 -6.59501
H -3.52159 -0.65418 -8.63733
H -2.62335 -1.59513 -9.77474
H -2.53761 -2.60820 -5.82976
H -3.46420 -1.24238 -6.38996
*
```



Repeat the second record exactly.
Computed, not measured: a 3-piece molecular cluster, C13H22N5O4 overall, with the ωB97M-V functional and the def2-TZVPD basis.

The energy comes out at -29480.5696 eV. The gap between HOMO and LUMO comes out at 4.891 eV.

Structure (ORCA input):
```
! wB97M-V def2-TZVPD RIJCOSX def2/J DEFGRID3
* xyz -1 1
C -1.32401 1.67594 6.71489
C 0.03430 2.30246 6.67258
O 0.33695 3.20812 7.39568
O 0.84844 1.73500 5.78810
C 1.77379 2.61419 5.11527
C 2.89656 1.81432 4.46574
C 2.77547 1.67763 2.93885
C 2.28254 0.31087 2.50099
C 1.83824 0.24263 1.14646
C 2.23293 1.13471 0.11726
C 1.72284 0.98198 -1.16973
C 0.83285 -0.04782 -1.43913
N 0.45001 -0.93750 -0.50356
C 0.94124 -0.78108 0.71262
H -1.25980 0.60418 6.87489
H -1.86227 2.10241 7.55317
H -1.88056 1.88690 5.80710
H 2.18668 3.34252 5.80583
H 1.23146 3.17407 4.35520
H 2.97886 0.83582 4.92936
H 3.81485 2.36215 4.67701
H 3.76081 1.85513 2.50037
H 2.13413 2.49869 2.56972
H 1.42273 0.02452 3.12051
H 2.92030 1.94574 0.30074
H 2.02506 1.68844 -1.92983
H 0.42717 -0.16011 -2.43827
H 0.63120 -1.50595 1.45709
C -1.93749 -3.00818 -3.38693
O -2.35179 -3.72479 -4.29936
N -0.88615 -3.33856 -2.60586
N -2.51292 -1.80630 -3.07893
H -0.54166 -2.74843 -1.85645
H -0.41845 -4.20514 -2.79101
H -3.30534 -1.51696 -3.61706
H -2.17480 -1.21390 -2.34069
C -2.43511 -2.28209 -7.86196
O -1.69434 -3.20653 -8.14244
N -2.91281 -1.42474 -8.83141
N -2.85516 -2.01042 -6.59501
H -3.52159 -0.65418 -8.63733
H -2.62335 -1.59513 -9.77474
H -2.53761 -2.60820 -5.82976
H -3.46420 -1.24238 -6.38996
*
```



Q: Look up the energy of the second one.
A: -29480.5696 eV



Q: Which of these has the lowest gap between HOMO and LUMO?
A: C13H22N5O4



Q: Look up the energy of the first one.
A: -1229600.3645 eV